Density functional theory data (ωB97M-V/def2-TZVPD) for a 2-piece molecular cluster, C4H8O2 overall in a non-equilibrium geometry.

Geometry as XYZ:
```
14
Properties=species:S:1:pos:R:3:forces:R:3
C 1.7349 1.1460 0.2713 0.5431 -1.1585 -0.8083
C 0.8784 0.2236 -0.2058 -1.1926 1.4736 1.4066
O 0.1426 0.6440 -1.2947 0.3933 -0.6111 -0.2783
C 0.4844 -1.0414 0.4947 0.7277 -0.2585 -2.7082
C -0.4859 -1.7980 -0.0355 0.7844 -0.7448 0.0528
H 1.9520 1.9443 -0.4286 -0.0485 0.3628 0.4499
H 2.3977 0.9548 1.1051 -0.1002 -0.0132 -0.0203
H -0.7907 0.4294 -1.1587 -0.0020 -0.0745 0.1409
H 1.3323 -1.5373 0.9521 -0.4037 0.1936 1.0752
H -1.0503 -1.5220 -0.9121 -0.3870 0.4266 0.2522
H -0.5666 -2.8593 0.1962 -0.1081 0.2949 0.3846
H -2.3422 1.7053 -0.1016 -0.0073 0.2913 0.0851
H -1.5026 0.8919 0.8920 0.2870 0.1268 0.3303
O -2.1840 0.8189 0.2257 -0.4863 -0.3089 -0.3627
```
Positions in Å, forces in eV/Å.

* LUMO level: 0.0260 Ha
* multiplicity: 1
* charge: 0
* total energy: -307.6219 a.u.
* SMILES: C=CC(=C)O.O
* gap between HOMO and LUMO: 9.4448 eV

Population analysis type Löwdin, resulting atomic charges in e: 0.063, -0.427, -0.020, -0.116, 0.029, 0.066, 0.058, 0.051, 0.105, 0.062, 0.065, 0.058, 0.040, -0.037

Density functional theory data (ωB97M-V/def2-TZVPD) for a 2-piece molecular cluster, C4H8O2 overall.

Geometry as XYZ:
```
14
Properties=species:S:1:pos:R:3:forces:R:3
O 0.3204 0.7503 -0.6073 0.0493 0.0414 -0.1639
C 1.0649 0.3965 0.6179 0.4320 0.0801 0.1344
C -0.1105 0.9473 1.4437 -0.0493 0.1134 0.1988
C -0.6556 0.0891 0.2899 -0.4547 -0.0663 -0.0031
O -0.6936 -0.8163 -2.6751 -0.0299 0.2037 -0.1351
C 0.3974 -0.9892 0.5952 0.0141 -0.2099 0.0219
H -0.0828 -0.2963 -2.1247 -0.0509 -0.0372 -0.0149
H 2.1227 0.6623 0.6512 -0.1614 -0.0441 -0.0027
H -0.2833 2.0207 1.3459 0.0264 -0.1552 0.0266
H -0.2410 0.5739 2.4629 0.0319 0.0313 -0.1610
H -1.6713 -0.0284 -0.0883 0.1550 0.0243 0.0843
H -1.1408 -0.1476 -3.2081 0.0536 -0.1900 0.0248
H 0.6615 -1.6336 -0.2455 -0.0227 0.1000 0.1217
H 0.3121 -1.5288 1.5423 0.0066 0.1083 -0.1316
```
Positions in Å, forces in eV/Å.

* LUMO level: 0.0372 Ha
* multiplicity: 1
* charge: 0
* total energy: -307.5859 a.u.
* gap between HOMO and LUMO: 10.9925 eV

Population analysis type Löwdin, resulting atomic charges in e: -0.116, -0.236, -0.048, -0.251, -0.073, -0.044, -0.001, 0.142, 0.112, 0.110, 0.143, 0.037, 0.113, 0.111

Density functional theory data (ωB97M-V/def2-TZVPD) for C4H8O2 as an isolated structure.

Geometry as XYZ:
```
14
Properties=species:S:1:pos:R:3:forces:R:3
O 0.5735 0.9988 -1.9806 0.1527 0.0332 0.0610
C -0.4631 1.2813 -1.0741 -0.2974 0.0289 0.1761
C -0.6140 0.2980 0.0633 -0.1104 -0.1955 -0.3468
C -0.1447 -1.0408 -0.0144 -0.3667 0.0527 -0.0266
C 0.2641 -1.3379 1.4218 -0.1130 -0.1838 0.0726
O 0.8498 -0.0347 1.5567 0.4846 -0.0632 0.0919
H 1.3989 1.3518 -1.6226 -0.1456 -0.1698 -0.0696
H -0.3678 2.2921 -0.6517 -0.0361 -0.1809 -0.0184
H -1.3950 1.2744 -1.6553 -0.0278 -0.0077 0.1282
H -1.2043 0.6785 0.8999 0.2528 -0.1242 0.0160
H -0.4128 -1.7150 -0.8289 0.4784 0.2537 -0.0744
H 1.0038 -0.3699 0.2364 0.0857 0.2377 0.0761
H 1.0288 -2.1276 1.4826 -0.3424 0.0238 0.0614
H -0.5169 -1.5490 2.1668 -0.0148 0.2953 -0.1473
```
Positions in Å, forces in eV/Å.

* LUMO level: 0.0050 Ha
* multiplicity: 1
* charge: 0
* total energy: -307.4864 a.u.
* gap between HOMO and LUMO: 8.6061 eV

Population analysis type Löwdin, resulting atomic charges in e: -0.050, -0.237, -0.037, -0.149, -0.309, -0.229, 0.102, 0.132, 0.136, 0.127, 0.120, 0.185, 0.104, 0.105

Density functional theory data (ωB97M-V/def2-TZVPD) for a 2-piece molecular cluster, C4H8O2 overall.

Geometry as XYZ:
```
14
Properties=species:S:1:pos:R:3:forces:R:3
O -2.1244 0.2779 -0.0162 -0.1199 -0.0889 -0.3779
C -0.3454 0.3302 1.1573 0.2911 0.0577 0.3485
C 1.0408 0.5165 0.5949 -0.0474 0.0299 -0.0030
C 1.0915 -0.2084 -0.7274 0.2767 0.0067 0.2727
C -0.0732 -1.0939 -0.8387 0.3195 -0.1218 -0.3678
O 0.0789 0.1154 -1.6523 -0.0768 -0.0247 -0.0181
H -1.7347 0.7577 -0.7710 -0.2021 0.0439 0.1415
H -0.8679 1.2311 1.4589 0.0563 -0.1869 -0.0266
H -0.5382 -0.5176 1.8030 0.0731 0.0357 -0.1649
H 1.3325 1.5713 0.5486 -0.0889 -0.1180 -0.0852
H 1.7335 -0.0013 1.2764 -0.0427 0.1253 -0.0775
H 2.0681 -0.3748 -1.1843 -0.1442 -0.0857 0.1010
H -1.6753 -0.6061 -0.1969 -0.1501 0.2214 0.1122
H 0.0137 -1.9981 -1.4524 -0.1446 0.1054 0.1451
```
Positions in Å, forces in eV/Å.

* LUMO level (spin up / spin down): -0.0258 / -0.0070 Ha
* multiplicity: 1
* charge: 0
* total energy: -307.4619 a.u.
* gap between HOMO and LUMO (spin up / spin down): 6.8391 / 7.8848 eV

Population analysis type Löwdin, resulting atomic charges in e: -0.068, 0.090, -0.172, -0.364, -0.109, -0.099, 0.063, 0.083, 0.092, 0.115, 0.127, 0.138, 0.022, 0.083

Density functional theory data (ωB97M-V/def2-TZVPD) for one molecule with the formula C4H8O2 in a non-equilibrium geometry.

Geometry as XYZ:
```
14
Properties=species:S:1:pos:R:3:forces:R:3
C -0.5283 1.2137 -0.2498 -0.6788 2.2942 3.3847
C 0.0433 -0.1672 -0.0587 -1.5287 0.0682 3.0208
C 1.3836 -0.2755 0.6764 3.4499 -3.8941 -2.6588
C 2.3304 -1.2319 0.0552 -1.9822 3.4120 1.6298
H -1.5691 1.2120 -1.8591 -1.6896 0.1185 2.5991
H -0.7861 1.5656 0.8309 0.7024 -0.3400 -1.6896
H 0.2535 1.9605 -0.6363 -1.3681 -1.0453 -0.0268
H 0.1147 -0.5938 -0.9860 0.6375 -1.3920 -2.4697
H -1.8768 -0.7668 0.3354 1.7249 -0.1063 0.4054
H 1.6816 0.2169 1.6467 -0.7315 -0.4704 -1.3136
H 3.4024 -1.3379 0.4699 -2.0401 0.0119 -0.6411
H 2.0813 -1.7520 -0.9445 0.3466 0.9167 1.9089
O -1.8741 1.2617 -0.8617 3.5452 -0.4925 -3.2704
O -0.9604 -0.9792 0.6874 -0.3874 0.9189 -0.8787
```
Positions in Å, forces in eV/Å.

* LUMO level: 0.0245 Ha
* multiplicity: 1
* charge: 0
* total energy: -307.5889 a.u.
* SMILES: C=C[C@@H](O)CO
* gap between HOMO and LUMO: 10.3460 eV

Population analysis type Löwdin, resulting atomic charges in e: -0.228, -0.405, -0.069, 0.027, 0.141, 0.148, 0.142, 0.090, 0.104, 0.108, 0.061, 0.072, -0.112, -0.079

Density functional theory data (ωB97M-V/def2-TZVPD) for one molecule with the formula C4H8O2 in a non-equilibrium geometry.

Geometry as XYZ:
```
14
Properties=species:S:1:pos:R:3:forces:R:3
C 1.9746 0.0937 -0.2860 0.1553 0.1292 -0.1567
O 0.8190 -0.7337 -0.2576 -0.1553 -0.0765 -0.2643
C -0.4414 -0.1074 -0.2799 -0.2555 0.3198 -0.1903
C -1.5544 -1.0183 0.1791 -0.2536 0.1891 -0.1514
C -0.4448 1.1898 0.5130 -0.2969 0.2631 0.0129
O -1.2721 2.0490 0.3234 0.3203 -0.3196 0.2256
H 2.7755 -0.4804 -0.7581 -0.1575 0.0535 0.0036
H 1.8069 1.0064 -0.8702 0.0353 -0.0901 -0.0037
H 2.3261 0.3849 0.7180 -0.2590 -0.1605 -0.2211
H -0.9362 0.2264 -1.2280 1.5958 -0.1378 -0.4135
H -1.8556 -1.7656 -0.5562 0.5783 -0.0750 -0.1594
H -1.3448 -1.5488 1.1249 -0.5817 0.7482 -0.1147
H -2.3382 -0.2461 0.0538 -0.5710 -0.8480 1.3443
H 0.3698 1.3282 1.2492 -0.1546 0.0047 0.0887
```
Positions in Å, forces in eV/Å.

* LUMO level: 0.0305 Ha
* multiplicity: 1
* charge: 0
* total energy: -307.6280 a.u.
* SMILES: CO[C@@H](C)C=O
* gap between HOMO and LUMO: 10.5498 eV

Population analysis type Löwdin, resulting atomic charges in e: -0.104, -0.138, -0.407, -0.035, -0.220, 0.066, 0.090, 0.098, 0.087, 0.161, 0.082, 0.098, 0.094, 0.130

Density functional theory data (ωB97M-V/def2-TZVPD) for one molecule with the formula C4H8O2 in a non-equilibrium geometry.

Geometry as XYZ:
```
14
Properties=species:S:1:pos:R:3:forces:R:3
C -2.3393 0.4152 -0.1426 -0.2336 0.0808 0.0369
O -1.0862 -0.0690 -0.5687 0.0983 -0.1259 -0.1613
C -0.0980 -0.0022 0.4268 0.1940 -0.2292 0.1389
C 1.1900 -0.7243 0.0252 -0.6421 -0.4853 -0.0428
C 2.3796 0.0107 -0.4262 -0.5278 -1.1721 -0.3199
O 2.1992 -0.3725 0.9386 0.1822 0.3021 -0.1042
H -2.7344 -0.1515 0.7161 0.1694 0.0408 -0.1404
H -2.3000 1.4796 0.1400 0.0989 -0.1737 -0.0538
H -3.0324 0.3040 -0.9809 0.1404 0.0155 0.1338
H -0.4264 -0.5314 1.3391 -0.1104 0.1237 -0.1014
H 0.0884 1.0477 0.7343 0.2195 -0.3375 -0.2785
H 1.0903 -1.6995 -0.4218 -0.1151 -0.7671 0.8455
H 1.8496 0.8066 -0.8817 1.1246 2.3524 0.1342
H 3.2196 -0.5134 -0.8984 -0.5982 0.3754 -0.0868
```
Positions in Å, forces in eV/Å.

* LUMO level: 0.0392 Ha
* multiplicity: 1
* charge: 0
* total energy: -307.5843 a.u.
* SMILES: COC[C@H]1CO1
* gap between HOMO and LUMO: 11.0491 eV

Population analysis type Löwdin, resulting atomic charges in e: -0.117, -0.182, -0.190, -0.304, -0.104, -0.018, 0.090, 0.090, 0.089, 0.134, 0.141, 0.144, 0.105, 0.123

Density functional theory data (ωB97M-V/def2-TZVPD) for a 2-piece molecular cluster, C4H8O2 overall.

Geometry as XYZ:
```
14
Properties=species:S:1:pos:R:3:forces:R:3
C -0.5627 1.9457 -0.8225 -0.0058 0.3875 -0.1654
O -1.0918 0.6840 -0.4932 -0.4858 0.1674 0.1429
C 0.9007 -0.5549 -0.2913 0.5221 -0.2184 0.1441
C 1.0711 -0.6385 0.9973 0.4541 -0.1502 -0.2463
C 0.3788 -1.7754 0.3478 0.4382 -0.3348 -0.0585
O -1.0041 -2.0206 0.4733 -0.1369 0.2356 0.3049
H -0.2340 1.9100 -1.8678 -0.0901 0.0758 0.1415
H 0.3038 2.2348 -0.2063 -0.2198 -0.1402 -0.0828
H -1.3452 2.7018 -0.7241 0.1666 0.1897 -0.0461
H 1.1676 -0.1031 -1.2298 -0.0788 0.0258 0.0716
H -0.8965 0.4986 0.4344 -0.2790 0.0388 -0.3220
H 1.6426 -0.2815 1.8354 -0.1866 0.0207 0.1584
H 0.9244 -2.6953 0.1486 -0.1547 -0.1712 0.1153
H -1.2546 -1.9056 1.3982 0.0565 -0.1264 -0.1576
```
Positions in Å, forces in eV/Å.

* LUMO level: 0.0346 Ha
* multiplicity: 1
* charge: 0
* total energy: -307.5496 a.u.
* SMILES: OC1C=C1.CO
* gap between HOMO and LUMO: 10.3997 eV

Population analysis type Löwdin, resulting atomic charges in e: -0.166, -0.147, -0.030, -0.006, -0.349, -0.031, 0.083, 0.086, 0.077, 0.114, 0.059, 0.095, 0.125, 0.090

Relative energy (zero: lowest compared OMol25 entry of this formula, charge and spin) across the listed records, respectively: 237.7 332.3 593.6 657.8 324.3 221.8 336.4 427.4 kJ/mol.